Here is a 2-piece molecular cluster, C4H10NS overall from the Open Molecules 2025 dataset. Energies are from the ωB97M-V functional and the def2-TZVPD basis.

Results
2S+1   2
HOMO (alpha / beta)   0.055 / 0.060 Eh
Relative energy (zero: lowest compared OMol25 entry of this formula, charge and spin)   3.158 eV
⟨S²⟩   0.76
Total charge   -2

```
16
Properties=species:S:1:pos:R:3:forces:R:3:lowdin_spin:R:1
H 0.870 -1.419 -0.633 -0.3338 0.2040 -0.0600 0.144
H -0.971 -2.225 0.370 -0.0028 0.0507 0.3126 0.005
C 0.934 0.530 0.369 -0.2370 -0.1036 -0.2430 0.023
H -2.894 0.608 1.473 0.0583 0.1150 0.0796 0.001
H -0.292 -0.128 -1.302 0.1518 -0.2083 -0.1648 0.003
N -2.435 -0.841 -0.042 0.1539 0.1463 0.2113 0.042
H -2.125 1.295 0.021 0.0626 0.0580 0.1065 0.000
C -1.112 -1.131 0.448 -0.3188 -0.3623 -0.8796 0.015
H 0.311 1.436 0.391 0.1105 0.0542 0.0424 0.017
H 1.057 0.233 1.414 0.0629 -0.1015 -0.0106 0.001
H 1.542 -2.146 -0.963 0.1250 -0.2722 -0.0278 0.431
S 2.572 0.924 -0.365 -0.0772 0.1055 0.0335 0.040
C -2.807 0.477 0.358 0.0869 -0.1291 -0.3140 0.003
C 0.078 -0.520 -0.352 0.1747 0.6200 0.6766 0.270
H -0.986 -0.824 1.510 0.1319 -0.1000 0.1880 0.005
H -3.784 0.755 -0.064 -0.1489 -0.0768 0.0494 0.000
```
Forces are in eV/Å.

Here is a 5-piece molecular cluster, C31H52F12O16P2S overall from the Open Molecules 2025 dataset. Energies are from the ωB97M-V functional and the def2-TZVPD basis.

Results
SMILES string   C=C[C@@](S)(OCPP(=O)(O)O)[C@H](CCCCOC)OC(COC)COC.CCOC(=O)C(F)(F)F.CCOC(=O)C(F)(F)F.CCOC(=O)C(F)(F)F.CCOC(=O)C(F)(F)F
HOMO   -0.274 Eh

```
114
Properties=species:S:1:pos:R:3:forces:R:3:lowdin_charge:R:1
H 3.056 0.166 5.478 0.0695 0.0616 0.0459 0.081
O 1.194 -4.619 -4.319 -0.0993 -0.0872 0.0495 -0.175
F -1.747 3.217 1.340 -0.2035 -0.1555 0.0187 0.158
C 2.387 2.218 5.379 0.4987 0.0441 -0.3927 -0.189
O -3.946 -1.609 -5.366 -1.0167 0.2518 0.3670 -0.174
O -5.866 -4.362 -5.405 0.1687 -0.0434 0.1505 -0.196
F -0.388 0.559 8.796 0.1474 0.1211 -0.1602 0.171
F 6.642 3.923 8.293 0.0308 0.1516 -0.1644 0.164
H 0.043 -4.462 -0.645 -1.9705 -0.6291 0.1039 0.064
C 1.342 -3.277 -4.741 -0.2473 -0.3344 0.6058 -0.169
O 6.198 6.548 6.496 0.0055 0.0189 0.2940 0.171
H -1.913 -4.642 -1.810 0.4792 -0.0969 -0.0160 0.093
O -4.106 2.443 2.796 0.2541 0.1427 -0.0893 0.039
C 2.434 -5.288 -4.362 -0.0182 0.3261 -0.6245 -0.106
H 3.813 1.123 4.199 -0.0162 0.0553 -0.0118 0.066
C 0.227 -1.041 -4.791 0.0313 -0.0673 -0.8908 -0.134
C -2.072 -4.133 -2.753 -1.3292 0.7084 -0.4773 -0.124
O 3.098 2.261 0.935 0.2537 0.1449 0.1842 0.030
C -0.141 -3.612 0.010 0.2087 -0.0608 -0.9107 -0.026
C 7.821 6.300 3.780 0.1189 0.1428 0.2685 -0.055
C 7.347 5.021 7.976 0.2746 -0.1573 0.6518 -0.538
C 5.417 2.336 1.156 0.7996 -0.1057 0.4524 -0.529
H -7.240 -2.965 -5.876 -0.0510 0.0890 0.0200 0.083
F -1.531 2.651 3.417 -0.1756 -0.1258 -0.1360 0.169
H -4.784 0.984 -2.159 0.3524 0.2666 -0.6140 -0.073
H 7.567 6.524 2.744 -0.0177 -0.0479 -0.0056 0.083
P -4.241 -0.129 -4.781 1.0896 1.4336 -0.3949 0.273
H -3.431 -5.004 -5.135 -0.0485 0.0973 -0.1114 0.119
H 1.609 -3.211 -5.798 0.1102 0.0394 -0.0453 0.141
H 0.527 0.777 -0.678 -0.0325 0.0064 0.0564 0.070
H 3.242 -4.661 -3.972 -0.0199 0.0064 0.2213 0.086
H 2.140 0.558 4.031 0.0320 0.0912 -0.0859 0.082
C -1.664 -1.989 -1.354 1.4539 -0.6791 -0.6299 -0.660
H -6.021 -0.271 -5.951 -0.4000 0.3603 0.1109 0.068
H 5.890 5.459 4.287 0.0126 0.0621 0.2131 0.126
H 2.244 0.410 -0.904 -0.0322 0.0646 -0.0644 0.080
O -0.193 -2.694 -3.071 -0.5690 0.6644 -0.2726 -0.085
H -4.525 -1.870 -6.098 0.2164 -0.3591 0.2041 0.080
H 2.437 0.388 -3.926 -0.0394 0.2436 0.1234 0.088
C -1.858 2.189 2.203 0.8298 0.2919 0.1573 -0.529
H 2.239 2.987 4.622 -0.2489 0.0065 0.0619 0.124
H 1.183 1.228 -4.904 -0.0589 0.0812 0.0603 0.089
H 2.378 -6.207 -3.792 -0.1378 -0.1305 0.0265 0.086
H -1.532 -4.614 -3.566 0.3110 -0.1548 0.1906 0.116
H -0.747 -3.001 -5.063 -0.2218 0.0469 0.1107 0.157
C -6.928 -3.532 -4.999 -0.1101 -0.0889 -0.1411 -0.132
C 1.113 1.465 7.203 0.5141 0.1906 -0.4038 -0.400
C -5.494 2.057 2.817 -0.6121 -0.1250 0.1590 -0.193
F 5.283 1.505 2.203 -0.0655 0.0964 -0.1514 0.153
H -7.785 -4.113 -4.648 -0.0832 -0.0388 -0.0402 0.090
O -1.627 -0.574 -1.345 -0.4236 -0.1429 -0.3704 -0.190
H -5.797 1.686 1.839 0.2098 -0.0682 -0.0377 0.124
O -3.193 0.774 -5.264 0.2165 0.3337 -0.2018 -0.329
H 2.744 0.834 -5.618 0.1078 -0.0639 -0.0571 0.087
H 7.064 4.296 3.695 0.0746 -0.1366 0.2243 0.113
H -1.819 -0.063 -3.363 0.0019 -0.1502 -0.0798 0.041
F 8.645 4.682 7.953 -0.1923 0.0660 -0.0863 0.163
O 2.081 1.110 7.806 -0.1931 -0.0896 0.2177 0.175
H 0.376 -1.621 -0.507 -0.9317 1.0072 1.5320 0.091
C -5.762 1.042 3.908 0.2987 -0.1203 0.0599 -0.056
H -2.159 -2.185 -3.533 0.0370 0.4250 0.1134 0.111
C -3.928 -5.215 -4.190 -0.5250 -0.0111 0.5281 -0.163
C -2.278 0.114 -2.394 -0.0564 0.7153 -0.3276 -0.431
H -5.224 0.113 3.721 -0.0620 -0.0174 -0.0759 0.078
H 1.100 2.605 0.890 0.1800 0.0286 0.1778 0.109
C 6.944 5.186 4.309 -0.0007 0.1288 -0.6253 -0.200
H 2.120 -2.833 -4.118 0.1743 0.2608 -0.2113 0.133
F 7.176 5.915 8.949 -0.0507 -0.0592 -0.2431 0.171
O 1.521 -0.780 -5.342 -0.2299 0.3116 0.1949 -0.198
F 6.558 2.027 0.542 -0.3116 0.0436 -0.1125 0.175
H 1.893 2.891 -0.648 0.2452 -0.0268 -0.0140 0.129
F -1.170 0.909 6.811 0.1808 0.0726 0.0699 0.158
H -4.087 -4.578 -2.184 -0.1701 0.0459 0.0363 0.087
C -5.444 -5.249 -4.360 -0.0654 0.2129 -0.2734 -0.220
O 1.102 2.025 6.000 -0.2526 0.0763 0.1448 0.030
C -0.379 -2.395 -0.570 -0.0458 -0.3537 0.4958 -0.121
H -0.112 -3.803 1.075 1.9289 0.5484 0.1341 0.056
H -2.132 1.175 -2.213 0.1195 0.0515 0.2193 0.098
C 1.854 2.219 0.209 -0.6000 -0.1245 -0.2648 -0.182
C 2.882 0.942 4.733 -0.1802 -0.2531 0.1497 -0.048
H 8.872 6.016 3.834 -0.0182 -0.0755 -0.0996 0.085
H -3.616 -6.210 -3.869 0.1980 -0.0650 -0.0455 0.117
C -1.588 -2.665 -2.736 0.2285 -1.1842 0.0945 -0.301
O 4.286 2.198 -0.977 0.2985 0.0064 0.0449 0.177
O -5.730 0.323 -5.241 0.4773 -1.1645 0.1415 -0.166
H 1.497 0.146 0.665 -0.1305 0.0586 0.0388 0.083
C -3.586 -4.223 -3.083 0.4877 -0.5173 0.4421 -0.228
F -0.758 2.583 8.127 0.1618 -0.1063 -0.1021 0.163
O -3.584 0.586 1.643 0.3284 -0.0007 -0.1203 0.154
H 3.103 2.607 6.102 -0.1144 -0.1082 0.1709 0.125
O 7.337 4.806 5.642 -0.0320 -0.1387 0.2597 0.035
H -5.815 -6.260 -4.542 -0.0331 -0.0172 -0.3337 0.120
C 1.988 0.492 -4.917 0.1640 -0.3600 -0.1735 -0.088
H -6.638 -2.852 -4.190 0.1034 0.0552 -0.0230 0.084
F -0.946 1.279 1.857 -0.3038 -0.0574 -0.0046 0.167
H -5.930 -4.911 -3.443 0.1354 -0.0986 0.2378 0.111
H -6.054 2.969 3.009 0.2276 0.1296 0.0113 0.126
C 6.887 5.579 6.622 -0.1175 0.0165 -0.6503 -0.400
F 5.549 3.584 1.646 -0.2063 -0.0895 -0.1303 0.152
P -4.111 -0.177 -2.601 -0.8063 -1.7192 0.7002 0.861
H -4.022 -3.247 -3.272 0.0011 0.2109 -0.2437 0.072
H -3.666 -1.528 0.086 0.3282 0.0532 -0.3107 -0.147
C 4.210 2.244 0.214 -0.7036 0.0400 -0.1937 -0.400
H -5.427 1.423 4.873 -0.0942 0.0702 0.0023 0.085
C -0.321 1.372 7.743 -0.6329 -0.1573 0.2587 -0.537
C -3.280 1.613 2.177 -0.6912 -0.0530 0.0411 -0.392
H 7.700 7.209 4.369 -0.0958 0.0118 -0.0414 0.078
H -6.827 0.818 3.965 -0.0108 0.0423 -0.0230 0.084
H 0.103 -0.441 -3.891 -0.0345 -0.2099 0.2556 0.109
S -3.027 -2.654 -0.285 -0.4133 0.0684 0.1034 0.862
H 2.679 -5.491 -5.411 0.1737 -0.2817 0.0357 0.089
H -0.502 -0.696 -5.533 -0.2144 -0.0033 0.1234 0.131
C 0.041 -2.539 -4.464 1.0925 0.2079 0.1745 -0.251
C 1.507 0.806 -0.203 0.3250 -0.0953 -0.0315 -0.061
```
Forces are in eV/Å.

Here is C20H30HgO14P as an isolated structure from the Open Molecules 2025 dataset. Energies are from the ωB97M-V functional and the def2-TZVPD basis.

Results
HOMO   -0.178 Eh
Relative energy (zero: lowest compared OMol25 entry of this formula, charge and spin)   4.243 eV
Total charge   -1

```
66
Properties=species:S:1:pos:R:3:forces:R:3:lowdin_charge:R:1
C 6.744 -4.339 -2.361 2.5811 0.1230 -0.2281 -0.046
H 7.970 -4.167 -5.134 -0.4145 -0.2139 -0.0720 0.124
C 0.867 6.430 -1.886 -2.3366 0.5820 0.2949 -0.169
H -9.146 -3.137 -3.148 0.2548 -0.1510 -0.1357 0.109
H -5.305 -0.303 4.084 -0.8410 -0.0178 -0.3698 0.135
C -6.183 -1.836 -3.831 3.3327 2.0956 0.7745 -0.416
H 6.882 -4.090 -1.309 -1.3492 0.2682 0.0018 0.122
C 8.055 -3.773 -2.983 0.9183 -0.3189 0.3654 -0.179
H -6.759 1.669 5.733 -0.1447 -0.3991 -0.1393 0.103
O -3.688 1.166 2.609 -0.2063 0.7439 1.9917 0.107
H -5.357 0.719 6.254 -0.1595 -0.1782 -0.0863 0.109
C -7.872 -2.865 -4.952 -0.9655 -1.2323 1.1742 -0.169
H 8.332 -2.812 -2.551 -0.0871 -0.2073 0.6993 0.115
C 4.026 2.133 4.229 0.8243 -0.3676 -0.6188 -0.075
H -0.782 5.091 -2.486 -0.3199 -0.0240 0.5656 0.122
C -4.239 1.406 3.674 -0.4871 -1.8625 -3.9131 -0.530
H -9.135 -1.497 -3.715 -0.2154 -0.0671 -0.5787 0.103
H -6.323 1.145 3.403 0.0856 -0.7511 -0.3171 0.130
H 2.286 6.187 -0.378 0.0879 -0.5887 0.3766 0.130
H -7.078 -2.762 -2.105 0.4132 0.4888 0.3761 0.132
H 5.757 3.129 3.432 0.1613 -0.4224 -0.3428 0.114
C 2.155 5.902 -1.422 2.1178 2.4239 0.4851 -0.226
H 3.598 1.963 5.217 -0.2868 0.2499 -0.1357 0.133
O -0.060 -5.902 0.219 -0.4288 0.1444 -1.1569 -0.137
O 6.362 -3.121 -4.307 -0.7190 0.7252 -2.0153 0.037
H -7.781 -3.943 -4.815 -0.0821 -0.2383 -0.5720 0.122
C 1.017 4.104 -1.868 -3.3810 -6.2907 -2.1851 -0.471
O -2.403 -4.992 0.683 0.7684 -2.8165 -0.0712 -0.432
C 5.749 -3.595 -3.235 -4.3545 2.2809 3.2958 -0.419
C 7.734 -3.404 -4.393 0.6669 -0.5173 0.0714 -0.194
C 4.136 0.818 3.527 -4.7327 -3.1181 -3.2141 -0.442
H 8.341 -2.533 -4.642 -0.5820 0.2965 -0.3871 0.124
H -5.166 3.583 5.072 -1.0192 -0.0178 0.4047 0.124
O 2.185 4.551 -1.652 3.0932 0.4081 0.7662 0.080
C 5.512 2.508 4.293 -0.3740 1.5465 0.5227 -0.167
C -0.067 5.212 -1.671 1.6622 -0.8033 -1.1418 -0.030
H 8.928 -4.424 -2.940 -0.0815 -0.1035 0.2662 0.114
H 3.439 2.745 3.544 -0.1848 0.2570 0.6533 0.131
O 3.213 0.228 2.854 4.2273 2.6287 3.1581 0.055
H 3.005 6.352 -1.935 0.0763 -0.0179 -0.1082 0.133
C -7.313 -1.954 -2.796 0.5930 -0.5607 -0.8598 -0.075
H -4.466 2.838 6.507 0.5816 -0.2051 -0.2621 0.120
O -1.761 -7.756 0.360 -0.5313 3.7251 0.3461 -0.388
O 5.357 0.303 3.630 0.7862 -0.6653 0.2389 0.037
O -5.085 -1.262 -3.669 -3.7436 -2.1040 -0.6783 0.078
C 6.254 1.180 4.330 -0.2137 0.8456 -0.5275 -0.142
Hg -0.634 -2.137 -0.820 -0.0372 -0.0833 0.0289 0.145
C -5.542 0.761 4.060 0.2295 0.9268 1.6909 -0.061
H 6.824 -5.426 -2.381 -0.7712 -0.0272 -0.4948 0.120
C -5.749 1.360 5.464 -0.1472 1.1485 0.6168 -0.135
P -1.599 -6.194 0.127 -1.3122 -1.4366 2.2986 -0.045
O 0.932 2.903 -2.255 -0.8115 4.2033 1.3856 0.066
C -8.514 -2.389 -3.627 -0.1642 1.2384 -0.0553 -0.163
H -7.394 -0.958 -2.361 -0.0749 -0.4169 0.4427 0.125
O -1.485 -5.980 -1.378 1.4699 0.3700 -1.4094 -0.129
H 6.481 0.857 5.346 -0.2968 -0.3580 -0.0424 0.123
H 5.716 3.189 5.119 0.1669 -0.3222 0.3204 0.108
H 7.186 1.248 3.768 -0.0475 -0.2647 0.0158 0.123
O -6.555 -2.369 -5.021 0.2659 0.7875 0.1408 0.026
O -3.860 2.269 4.556 3.3550 1.6047 0.9666 0.038
H 0.846 6.771 -2.921 0.1089 -0.1774 -0.0064 0.120
H -8.473 -2.645 -5.835 0.3976 0.1778 -0.0519 0.122
H 0.559 7.253 -1.242 -0.0162 0.1995 -0.2416 0.114
H -0.458 5.114 -0.659 -0.2665 0.1103 -0.2115 0.128
O 4.605 -3.162 -2.908 4.2138 -2.2998 -1.5288 0.080
C -4.827 2.638 5.498 -1.2525 -0.9532 -0.5768 -0.143
```
Forces are in eV/Å.

Number 1: largest force on an atom 1.00 eV/A, total energy -16629.071 eV. Number 2: largest force on an atom 2.07 eV/A, total energy -127769.838 eV. Number 3: largest force on an atom 7.47 eV/A, total energy -63351.946 eV.